(1)
A 2-piece molecular cluster, C5H9P overall at a distorted geometry. Source: the OMol25 dataset; level of theory: ωB97M-V with the def2-TZVPD basis set.

Its HOMO-LUMO gap is 0.3113 Eh. The calculation puts the total energy at -14613.3634 eV. The value obtained for the highest occupied orbital energy is -0.3084 hartree. For the relative energy (zero: lowest compared OMol25 entry of this formula, charge and spin), the calculation gives 114.3 kcal per mole.

CARTESIAN COORDINATES (ANGSTROEM)
C (0.3775, -0.5718, -2.1516)
C (1.6831, 0.8975, 0.1085)
C (-0.1867, -0.2150, -1.0176)
C (-1.1812, -0.8182, 1.2594)
C (-1.3390, -0.0569, -0.1801)
P (1.3164, 1.6436, 1.5382)
H (-0.0320, -1.2974, -2.9624)
H (1.4670, -0.2111, -2.3684)
H (2.4920, 1.0042, -0.4938)
H (-2.1374, -0.7195, 1.7511)
H (-1.0501, -1.9570, 1.0557)
H (-0.3330, -0.3942, 1.9106)
H (-1.3698, 1.0125, 0.0618)
H (-2.3338, -0.4260, -0.5038)
H (2.6271, 2.1093, 1.9923)

(2)
A 2-piece molecular cluster, C5H9P overall at a distorted geometry. Source: the OMol25 dataset; level of theory: ωB97M-V with the def2-TZVPD basis set.

Its HOMO-LUMO gap is 0.3729 Eh. The calculation puts the total energy at -14615.2853 eV. The value obtained for the highest occupied orbital energy is -0.3313 hartree. The SMILES is C/C=C/P.C#C. For the relative energy (zero: lowest compared OMol25 entry of this formula, charge and spin), the calculation gives 70.0 kcal per mole.

CARTESIAN COORDINATES (ANGSTROEM)
C (-0.0365, 2.2965, 0.6869)
C (-0.4597, 0.9414, 0.8431)
C (-1.1406, 0.2168, -0.0291)
P (-1.7475, -1.4448, 0.2422)
H (0.6663, 2.6556, 1.3823)
H (0.3436, 2.5700, -0.3322)
H (-0.9669, 2.9036, 0.9911)
H (-0.5062, 0.5467, 1.8694)
H (-1.2044, 0.5471, -1.1104)
H (-1.7350, -1.7526, -1.0897)
H (-3.0179, -1.1226, 0.0395)
C (1.5435, -2.3109, -0.0046)
C (1.3274, -1.5767, -0.9809)
H (1.8935, -2.9217, 0.7727)
H (1.1708, -1.3294, -1.9602)

(3)
A 14-piece molecular cluster, C60H108O24S8 overall at a distorted geometry. Source: the OMol25 dataset; level of theory: ωB97M-V with the def2-TZVPD basis set.

Its HOMO-LUMO gap is 0.3379 Eh. The calculation puts the total energy at -199782.8446 eV. The value obtained for the highest occupied orbital energy is -0.3376 hartree. For the relative energy (zero: lowest compared OMol25 entry of this formula, charge and spin), the calculation gives 52.9 kcal per mole.

CARTESIAN COORDINATES (ANGSTROEM)
O (-5.3502, 0.1160, 8.6159)
S (-6.0653, -0.9928, 7.9790)
O (-5.6102, -2.3692, 8.0368)
O (-7.7008, -0.9753, 8.2544)
C (-8.4084, 0.2375, 8.1098)
C (-9.8958, 0.0347, 7.8180)
C (-5.9476, -0.6484, 6.1078)
H (-8.0216, 0.7889, 7.2528)
H (-8.2474, 0.8334, 9.0082)
H (-10.3825, -0.3363, 8.7199)
H (-10.0057, -0.7099, 7.0295)
H (-10.4163, 0.9505, 7.5379)
H (-6.2574, 0.3916, 6.0051)
H (-6.5058, -1.4041, 5.5552)
H (-4.8951, -0.7071, 5.8303)
O (-2.8487, 7.4633, 5.6653)
S (-2.5760, 6.1190, 6.1190)
O (-2.9628, 4.9052, 5.4151)
O (-0.8820, 6.0590, 6.3922)
C (-0.2531, 4.7988, 6.7535)
C (-0.0210, 3.8972, 5.4572)
C (-3.2459, 6.0554, 7.8204)
H (-0.7774, 4.2807, 7.5564)
H (0.7071, 5.1351, 7.1447)
H (-0.9311, 3.3600, 5.1906)
H (0.6752, 3.0637, 5.5504)
H (0.2780, 4.4293, 4.5540)
H (-4.3336, 5.9987, 7.8650)
H (-2.9671, 6.9578, 8.3644)
H (-2.8349, 5.1742, 8.3130)
O (-0.4755, 0.1891, -2.1952)
S (-0.4050, 0.6454, -0.8265)
O (-1.1361, -0.2379, 0.0722)
O (1.1449, 0.9035, -0.3358)
C (1.9788, 1.6163, -1.1714)
C (3.3454, 0.8358, -1.1153)
C (-1.0317, 2.4754, -0.6630)
H (2.0544, 2.6610, -0.8697)
H (1.6167, 1.6859, -2.1971)
H (3.3654, -0.2162, -1.4000)
H (3.6572, 0.7426, -0.0750)
H (4.0748, 1.4075, -1.6890)
H (-0.5916, 3.0645, -1.4676)
H (-0.6893, 2.9597, 0.2515)
H (-2.1177, 2.4501, -0.7529)
O (6.7427, -5.0680, -5.7419)
S (5.9348, -5.9740, -6.5548)
O (6.4280, -7.2822, -6.9491)
O (4.5089, -6.2495, -5.6810)
C (4.0423, -5.2824, -4.7783)
C (2.5715, -4.9652, -5.0436)
C (5.1861, -5.1037, -7.9917)
H (4.5892, -4.3449, -4.8790)
H (4.4029, -5.5830, -3.7946)
H (2.0502, -5.8981, -4.8290)
H (2.3954, -4.6622, -6.0757)
H (2.1798, -4.2615, -4.3091)
H (5.8753, -5.1019, -8.8362)
H (4.9256, -4.1346, -7.5662)
H (4.2593, -5.6035, -8.2735)
O (11.4951, -2.4024, -8.8036)
S (12.6869, -2.0793, -8.0073)
O (13.9778, -1.8753, -8.6761)
O (12.4071, -0.7081, -7.0469)
C (11.2674, -0.7107, -6.2310)
C (10.9715, 0.7673, -5.7977)
C (12.9891, -3.3750, -6.6359)
H (11.4368, -1.4012, -5.4048)
H (10.3255, -1.0851, -6.6319)
H (10.3171, 0.7279, -4.9268)
H (10.5142, 1.3810, -6.5738)
H (11.8391, 1.3308, -5.4542)
H (13.3947, -4.2497, -7.1443)
H (12.1137, -3.7677, -6.1186)
H (13.6927, -3.0053, -5.8900)
O (4.9853, 0.5413, -7.8241)
S (4.6850, 1.9253, -8.0968)
O (4.6292, 2.9055, -7.0394)
O (5.7385, 2.4131, -9.2776)
C (6.0609, 1.4683, -10.2993)
C (7.4171, 1.7070, -10.8279)
C (3.0779, 2.1086, -8.9800)
H (5.3301, 1.6270, -11.0923)
H (5.8767, 0.4426, -9.9798)
H (7.6042, 2.7109, -11.2090)
H (7.7073, 1.0003, -11.6053)
H (8.0819, 1.4848, -9.9932)
H (2.9688, 3.1505, -9.2811)
H (2.2440, 1.8497, -8.3275)
H (3.0381, 1.5292, -9.9024)
O (-10.9249, 5.3510, 4.1110)
S (-10.8739, 4.5343, 2.8932)
O (-10.4475, 3.1159, 2.8573)
O (-12.3342, 4.6673, 2.0698)
C (-13.3491, 3.7667, 2.5542)
C (-14.6519, 3.8718, 1.7335)
C (-9.9306, 5.5187, 1.6887)
H (-13.5255, 3.9970, 3.6049)
H (-12.9919, 2.7376, 2.5150)
H (-15.1880, 4.7940, 1.9579)
H (-15.3444, 3.0739, 2.0013)
H (-14.4314, 3.8156, 0.6675)
H (-9.7672, 4.8877, 0.8151)
H (-8.9378, 5.6911, 2.1041)
H (-10.4190, 6.4647, 1.4550)
O (12.7266, -5.0428, -0.0918)
S (11.9688, -6.2831, 0.1213)
O (12.1086, -7.4498, -0.7539)
O (12.2356, -6.8106, 1.7108)
C (13.1422, -7.9421, 1.8097)
C (13.3542, -8.2534, 3.2583)
C (10.0935, -5.8808, 0.2446)
H (14.0393, -7.6379, 1.2703)
H (12.7500, -8.8411, 1.3342)
H (13.5703, -7.3019, 3.7441)
H (14.2615, -8.8461, 3.3753)
H (12.5187, -8.7886, 3.7094)
H (9.7974, -5.1741, -0.5306)
H (9.9048, -5.6657, 1.2964)
H (9.6469, -6.8708, 0.1531)
C (-6.9483, -9.1137, 3.6117)
C (-6.1704, -8.3639, 4.4279)
C (-5.2082, -7.5180, 3.8680)
C (-5.1733, -7.3774, 2.4482)
C (-5.9949, -8.1144, 1.6528)
C (-6.8445, -9.0585, 2.2609)
H (-7.7796, -9.6986, 3.9767)
H (-6.2569, -8.4528, 5.5008)
H (-4.5980, -6.8681, 4.4776)
H (-4.5975, -6.5867, 1.9903)
H (-6.0114, -7.9226, 0.5901)
H (-7.5126, -9.6880, 1.6918)
C (9.9472, 5.1738, 2.7075)
C (10.0652, 5.5697, 4.0235)
C (8.9132, 5.6459, 4.7690)
C (7.6688, 5.1507, 4.2381)
C (7.6030, 4.6666, 2.9493)
C (8.7607, 4.6957, 2.1905)
H (10.8181, 5.1474, 2.0694)
H (10.9852, 6.0106, 4.3779)
H (8.8538, 6.0085, 5.7846)
H (6.7570, 5.1873, 4.8158)
H (6.7036, 4.3173, 2.4640)
H (8.7742, 4.2538, 1.2051)
C (-7.1438, 6.6221, -7.2471)
C (-7.4491, 5.3027, -6.8745)
C (-6.4036, 4.4386, -6.5291)
C (-5.0827, 4.8408, -6.4518)
C (-4.7593, 6.1367, -6.8642)
C (-5.7804, 6.9999, -7.2066)
H (-7.8992, 7.3155, -7.5863)
H (-8.4842, 4.9947, -6.8803)
H (-6.6776, 3.4592, -6.1656)
H (-4.2933, 4.1382, -6.2290)
H (-3.7407, 6.4947, -6.8884)
H (-5.5409, 8.0183, -7.4745)
C (1.2221, 7.6122, -2.1846)
C (2.5555, 7.8023, -1.8013)
C (2.8339, 8.3011, -0.5303)
C (1.8465, 8.4172, 0.3976)
C (0.5104, 8.2903, 0.0235)
C (0.2025, 7.9968, -1.2812)
H (0.9456, 7.2320, -3.1569)
H (3.3031, 7.5629, -2.5431)
H (3.8521, 8.4837, -0.2202)
H (2.0937, 8.6527, 1.4222)
H (-0.2985, 8.3852, 0.7328)
H (-0.7694, 8.0717, -1.7461)
C (2.0965, -3.2823, 5.0293)
C (3.3694, -2.8374, 4.6509)
C (4.2981, -2.6357, 5.5807)
C (4.1032, -2.8547, 6.9115)
C (2.8734, -3.2940, 7.3281)
C (1.8559, -3.4394, 6.4052)
H (1.4115, -3.4611, 4.2136)
H (3.5605, -2.6149, 3.6115)
H (5.2444, -2.2528, 5.2282)
H (4.8853, -2.7087, 7.6420)
H (2.7535, -3.4560, 8.3892)
H (0.8882, -3.7511, 6.7695)
C (-9.3668, -1.7105, -0.1968)
C (-9.3092, -3.1571, 0.2870)
C (-10.1158, -3.4435, 1.5985)
C (-11.6573, -3.5958, 1.3614)
C (-12.5247, -4.1644, 2.5454)
C (-12.2061, -5.5985, 2.9267)
H (-8.9834, -1.0499, 0.5808)
H (-10.3774, -1.3461, -0.3809)
H (-8.7326, -1.4810, -1.0531)
H (-9.7417, -3.7744, -0.5003)
H (-8.2929, -3.4392, 0.5622)
H (-10.0109, -2.7005, 2.3890)
H (-9.6667, -4.3455, 2.0142)
H (-12.0412, -2.6366, 1.0141)
H (-11.7113, -4.3535, 0.5797)
H (-12.3780, -3.6862, 3.5139)
H (-13.5760, -3.9451, 2.3592)
H (-11.1621, -5.7630, 3.1936)
H (-12.9525, -6.0059, 3.6086)
H (-12.4048, -6.3331, 2.1464)

(4)
A 20-piece molecular cluster, C60H120O28 overall at a distorted geometry. Source: the OMol25 dataset; level of theory: ωB97M-V with the def2-TZVPD basis set.

Its HOMO-LUMO gap is 0.3399 Eh. The calculation puts the total energy at -121493.1635 eV. The value obtained for the highest occupied orbital energy is -0.3302 hartree. For the relative energy (zero: lowest compared OMol25 entry of this formula, charge and spin), the calculation gives 0.0 kcal per mole.

CARTESIAN COORDINATES (ANGSTROEM)
C (1.8381, -2.8029, 7.7428)
O (0.7215, -2.8176, 6.8930)
C (0.7940, -2.3538, 5.6458)
O (1.7286, -1.6794, 5.1355)
O (-0.3360, -2.8223, 4.9952)
C (-0.4483, -2.6732, 3.5514)
H (2.4419, -3.7092, 7.6959)
H (1.4009, -2.7082, 8.7368)
H (2.4807, -1.9595, 7.4901)
H (0.5157, -2.9417, 3.1194)
H (-0.7957, -1.6919, 3.2283)
H (-1.2575, -3.3226, 3.2173)
C (-8.3072, 4.3437, 8.7394)
O (-8.7503, 2.9747, 8.5840)
C (-10.0021, 2.6823, 8.4133)
O (-10.9014, 3.4856, 8.1815)
O (-10.1107, 1.3629, 8.3396)
C (-11.3362, 0.8075, 7.9367)
H (-8.2952, 4.8815, 7.7914)
H (-7.3017, 4.2279, 9.1439)
H (-8.9348, 4.8717, 9.4574)
H (-11.5929, 1.0019, 6.8953)
H (-12.1063, 1.2999, 8.5306)
H (-11.1778, -0.2639, 8.0596)
C (-9.1144, 5.2794, 4.6711)
O (-9.9837, 6.2879, 5.1040)
C (-11.2713, 6.1006, 5.1720)
O (-11.7516, 5.0139, 4.8292)
O (-11.8773, 7.1305, 5.6695)
C (-13.2718, 7.1272, 5.8167)
H (-9.5083, 4.7346, 3.8131)
H (-8.9195, 4.6228, 5.5190)
H (-8.1954, 5.7826, 4.3705)
H (-13.7228, 7.2830, 4.8367)
H (-13.6323, 7.8526, 6.5460)
H (-13.5369, 6.1368, 6.1870)
C (-9.8091, -2.3556, 10.2684)
O (-11.2090, -2.6355, 10.4141)
C (-11.8790, -3.1931, 9.3922)
O (-11.3728, -3.6471, 8.3630)
O (-13.2232, -3.2462, 9.7753)
C (-14.1298, -3.9231, 8.9161)
H (-9.2192, -3.2722, 10.2733)
H (-9.4114, -1.7733, 11.0996)
H (-9.4852, -1.8125, 9.3805)
H (-15.0979, -3.7058, 9.3674)
H (-13.9241, -4.9867, 9.0362)
H (-14.1400, -3.6547, 7.8597)
C (-4.9050, -1.8880, 8.9466)
C (-4.7670, -3.3437, 8.4218)
O (-3.7042, -3.7479, 7.9725)
C (-5.9685, -4.2749, 8.4445)
H (-5.9286, -1.5924, 9.1766)
H (-4.4908, -1.0496, 8.3866)
H (-4.4718, -1.8566, 9.9464)
H (-5.7499, -5.2656, 8.0460)
H (-6.8327, -3.8544, 7.9304)
H (-6.2735, -4.3250, 9.4897)
C (0.9958, 1.0389, 3.1984)
C (1.7692, 0.2249, 2.2270)
O (1.2051, -0.3143, 1.2787)
C (3.2138, -0.1682, 2.5243)
H (1.3152, 0.7907, 4.2106)
H (-0.0738, 0.8550, 3.0970)
H (1.1367, 2.0784, 2.9023)
H (3.6471, -0.6071, 1.6256)
H (3.2131, -1.0232, 3.2003)
H (3.8575, 0.6667, 2.8013)
C (-1.7780, -1.9713, 0.1167)
C (-2.3627, -0.7336, 0.6031)
O (-3.2469, -0.7691, 1.4288)
C (-1.8406, 0.5624, 0.1815)
H (-0.6948, -2.0225, 0.2269)
H (-1.9996, -2.0924, -0.9437)
H (-2.1631, -2.8910, 0.5572)
H (-2.2172, 0.6074, -0.8404)
H (-0.7519, 0.5583, 0.2347)
H (-2.2304, 1.4281, 0.7169)
C (-1.5612, 3.3747, 4.0228)
C (-1.1699, 3.7220, 5.4245)
O (-0.8559, 2.8127, 6.1211)
C (-1.1431, 5.1412, 5.8283)
H (-1.1024, 4.0951, 3.3455)
H (-2.6286, 3.4415, 3.8121)
H (-1.2112, 2.3633, 3.8165)
H (-2.1314, 5.5837, 5.7034)
H (-0.3574, 5.6776, 5.2962)
H (-0.9116, 5.2005, 6.8918)
C (-6.6855, -1.4054, 2.2449)
C (-7.9596, -0.6038, 2.2785)
O (-8.0096, 0.4222, 2.9339)
C (-9.0513, -1.0490, 1.4358)
H (-6.8283, -2.4236, 2.6068)
H (-5.9022, -0.8687, 2.7801)
H (-6.2825, -1.4748, 1.2345)
H (-9.9035, -0.4432, 1.7440)
H (-9.3100, -2.0796, 1.6786)
H (-8.7156, -0.9751, 0.4014)
C (-8.2130, -3.5254, 5.2002)
C (-9.5400, -3.4886, 4.4952)
O (-9.8614, -4.3168, 3.6952)
C (-10.4376, -2.3364, 4.8079)
H (-7.6476, -4.4305, 4.9785)
H (-8.2145, -3.3480, 6.2757)
H (-7.6530, -2.7525, 4.6739)
H (-11.4793, -2.4727, 4.5174)
H (-9.9922, -1.5138, 4.2483)
H (-10.3654, -2.1536, 5.8801)
C (-3.7682, -3.2517, 4.0751)
C (-4.1361, -2.2076, 5.1094)
O (-5.3366, -2.0252, 5.3713)
C (-3.0268, -1.3776, 5.7320)
H (-4.6169, -3.9090, 3.8864)
H (-2.9712, -3.8959, 4.4465)
H (-3.4966, -2.7592, 3.1414)
H (-2.5818, -0.7800, 4.9364)
H (-2.2796, -1.9397, 6.2923)
H (-3.4816, -0.6531, 6.4075)
C (-6.3522, 7.8705, 7.1257)
C (-4.8263, 8.1047, 7.1793)
O (-4.0669, 7.1951, 6.8607)
C (-4.3470, 9.4593, 7.5913)
H (-6.5703, 7.5662, 6.1020)
H (-6.9665, 8.7384, 7.3658)
H (-6.5737, 7.0902, 7.8538)
H (-4.6003, 10.2966, 6.9411)
H (-3.2668, 9.4882, 7.7346)
H (-4.7704, 9.5875, 8.5875)
C (-5.3469, 2.7846, 1.2459)
C (-6.2132, 2.7644, 0.0100)
O (-5.8293, 2.8193, -1.1503)
C (-7.7391, 2.8586, 0.3737)
H (-5.8679, 2.5439, 2.1726)
H (-4.9931, 3.8066, 1.3819)
H (-4.3884, 2.2689, 1.1867)
H (-7.9649, 2.1081, 1.1313)
H (-8.4323, 2.6850, -0.4494)
H (-8.0468, 3.8087, 0.8104)
C (-6.6826, 1.1662, 6.3318)
C (-6.0245, 2.1532, 5.4133)
O (-6.2128, 3.3634, 5.5051)
C (-4.9500, 1.5420, 4.4938)
H (-6.1870, 1.1126, 7.3011)
H (-6.5596, 0.1773, 5.8902)
H (-7.7234, 1.4800, 6.4108)
H (-4.4965, 2.2601, 3.8106)
H (-5.4754, 0.7580, 3.9485)
H (-4.1737, 1.1791, 5.1674)
C (-3.7320, 3.8330, 10.7743)
C (-3.8212, 3.0590, 9.4764)
O (-3.9928, 1.8390, 9.4475)
C (-3.6228, 3.8365, 8.2341)
H (-3.3154, 3.1925, 11.5517)
H (-4.7149, 3.9999, 11.2149)
H (-3.1118, 4.7182, 10.6329)
H (-2.7107, 4.4330, 8.2203)
H (-4.4922, 4.4616, 8.0304)
H (-3.6618, 3.0945, 7.4366)
C (-10.2721, 2.0400, 4.7814)
C (-11.2869, 1.3772, 3.8522)
O (-11.8189, 0.2638, 4.0949)
C (-11.6491, 2.1021, 2.5921)
H (-10.7182, 2.9032, 5.2754)
H (-9.4653, 2.3452, 4.1150)
H (-9.8123, 1.3412, 5.4802)
H (-11.9385, 3.1431, 2.7356)
H (-12.5139, 1.6095, 2.1476)
H (-10.7420, 2.0050, 1.9956)
C (-3.7585, 8.0878, 3.4183)
C (-3.9197, 6.6398, 2.9787)
O (-2.9560, 6.1580, 2.3436)
C (-5.1092, 5.9203, 3.5696)
H (-4.4780, 8.6163, 2.7929)
H (-2.7155, 8.3166, 3.1995)
H (-3.9600, 8.3711, 4.4514)
H (-5.7760, 5.4881, 2.8235)
H (-5.7350, 6.6010, 4.1467)
H (-4.6506, 5.2009, 4.2481)
C (-5.1316, 0.6664, 12.2998)
C (-6.4295, 1.2524, 11.6743)
O (-6.7238, 2.4064, 11.8611)
C (-7.1838, 0.3004, 10.6724)
H (-5.3899, 0.0077, 13.1290)
H (-4.5774, 1.4274, 12.8491)
H (-4.4475, 0.1595, 11.6192)
H (-6.8514, -0.7372, 10.7032)
H (-7.1363, 0.7894, 9.6994)
H (-8.2211, 0.2300, 10.9997)
C (-0.1736, 0.3492, 8.0949)
C (-0.0957, -0.2007, 9.4961)
O (0.9856, -0.5160, 10.0167)
C (-1.4698, -0.2427, 10.2096)
H (-0.2339, 1.4342, 8.0099)
H (-1.1157, 0.0403, 7.6420)
H (0.6869, -0.1074, 7.6059)
H (-2.2604, -0.7431, 9.6505)
H (-1.9032, 0.7475, 10.3505)
H (-1.4194, -0.7724, 11.1609)
C (-0.5121, 4.4198, -3.0212)
C (-1.3112, 4.8799, -1.8039)
O (-1.7767, 6.0394, -1.7554)
C (-1.4496, 3.8744, -0.7003)
H (0.5039, 4.8145, -3.0267)
H (-1.0435, 4.8305, -3.8797)
H (-0.5096, 3.3313, -3.0786)
H (-0.6916, 4.1228, 0.0425)
H (-1.3086, 2.8740, -1.1094)
H (-2.4231, 3.9748, -0.2203)